C4H11NOS | wB97M-V/def2-TZVPD

```
18
Properties=species:S:1:pos:R:3:forces:R:3
C 0.737816 1.869961 -0.496025 -2.752 -0.192 0.422
C -0.278701 0.738919 -0.114995 0.596 -0.761 0.008
C -0.121545 0.089670 1.275024 -0.786 0.332 0.599
S -0.448622 1.277686 2.662508 0.342 -0.236 -0.251
N -0.242962 -0.318486 -1.120862 0.056 -0.079 -1.369
C 0.208057 -1.648608 -0.940262 1.067 -0.513 0.965
O -0.834375 -2.520327 -0.477709 -0.050 1.043 -0.374
H 0.122176 2.529326 -1.126464 0.533 0.040 -0.091
H 1.588663 1.546628 -1.083480 0.460 -0.048 0.632
H 0.815185 2.399976 0.447043 1.152 0.403 -0.100
H -1.286698 1.182506 -0.196661 0.346 -0.105 0.531
H -0.827599 -0.745480 1.361296 -0.005 0.304 -0.042
H 0.839384 -0.374190 1.517261 0.114 0.486 -0.376
H -1.759132 1.085352 2.872632 0.048 -0.155 -0.281
H 0.221433 0.064034 -1.927588 -0.280 -0.133 -0.353
H 0.693355 -2.041130 -1.843608 -0.704 0.294 -0.378
H 1.050000 -1.743504 -0.231828 -0.202 0.205 0.381
H -0.476435 -3.392332 -0.576279 0.064 -0.884 0.078
```
Positions in Å, forces in eV/Å.

The value obtained for the molar mass is 121.20 g/mol. For the energy relative to the best compared isomer or geometry (same formula, charge and spin), the calculation gives 42.4 kcal per mole. The total energy is -18698.07987 eV. Its SMILES is C[C@H](CS)NCO. For the gap between HOMO and LUMO, the calculation gives 9.7 eV.

Löwdin population analysis, charges in e, atoms 1 to 6: -0.048 -0.443 -0.502 0.689 -0.028 -0.323

***

C4H11NOSn | wB97M-V/def2-TZVPD

```
18
Properties=species:S:1:pos:R:3:forces:R:3
Sn 14.095040 -4.719130 -1.042920 -0.483 -0.319 -1.079
C 11.123920 -7.634780 0.743380 1.157 -0.111 1.053
C 11.904500 -6.260460 0.707090 -0.797 -1.446 1.457
C 13.397010 -6.283590 1.104120 -1.646 -3.123 1.850
O 14.142470 -5.110950 1.041700 1.313 0.756 -2.914
C 13.904270 -4.021700 1.861330 -2.387 1.159 3.456
N 11.739320 -5.698970 -0.611920 1.458 1.817 -0.325
H 11.558120 -8.430880 0.138590 -0.090 0.367 -0.649
H 10.057940 -7.481120 0.575520 0.148 0.194 -0.502
H 11.130810 -8.118800 1.720000 0.227 0.450 0.385
H 11.321630 -5.622790 1.371730 0.348 0.020 0.485
H 13.934440 -7.022920 0.510270 0.139 -0.092 -0.414
H 13.515030 -6.658360 2.120840 -0.226 -0.166 0.122
H 14.369600 -4.112730 2.842790 1.258 0.217 -0.499
H 12.890700 -4.097110 2.255150 -0.607 0.112 -0.520
H 13.946880 -3.034870 1.400380 0.706 -0.193 -0.264
H 10.990760 -6.191070 -1.078400 0.096 -0.141 -0.901
H 11.374980 -4.782750 -0.393060 -0.614 0.499 -0.741
```
Positions in Å, forces in eV/Å.

As for the charge: +2. The value obtained for the molar mass is 207.85 g/mol. For the energy relative to the best compared isomer or geometry (same formula, charge and spin), the calculation gives 27.6 kcal per mole. The total energy is -13675.82317 eV. For the gap between HOMO and LUMO, the calculation gives 8.6 eV.

Löwdin population analysis, charges in e, atoms 1 to 6: 1.762 0.001 -0.391 -0.214 -0.453 -0.064

***

C4H11NS | wB97M-V/def2-TZVPD

```
17
Properties=species:S:1:pos:R:3:forces:R:3
C -1.385765 1.188594 -0.975716 -0.099 -1.816 -1.912
S -3.123624 0.927372 -0.498574 -1.149 0.691 0.198
C -3.189551 -0.721990 0.353636 -3.371 -0.133 -1.060
H -0.815097 0.764393 -0.187175 0.977 0.342 0.914
H -1.161070 0.478063 -1.831350 -0.221 0.974 0.654
H -1.097196 2.211837 -1.319405 -0.649 -0.775 0.801
H -2.230582 -0.799223 0.758290 1.184 -0.778 1.248
H -3.408900 -1.500940 -0.418265 0.645 0.519 0.589
H -4.150049 -0.852610 1.086451 2.721 0.957 -1.421
C 2.691027 -0.319233 -0.814077 0.140 -1.757 2.465
C 2.711144 -0.688279 0.506668 -0.456 1.629 -2.672
N 2.057840 0.057608 1.563769 1.856 0.179 0.469
H 2.318970 0.642048 -1.004496 -0.734 1.061 -0.850
H 2.981576 -1.021609 -1.601145 0.167 0.562 0.336
H 3.335697 -1.570498 0.701322 -0.866 0.230 0.919
H 1.650124 1.027159 1.421572 0.871 -1.861 -0.710
H 2.815459 0.177311 2.258487 -1.015 -0.027 0.031
```
Positions in Å, forces in eV/Å.

The value obtained for the molar mass is 105.21 g/mol. For the energy relative to the best compared isomer or geometry (same formula, charge and spin), the calculation gives 51.5 kcal per mole. The total energy is -16649.55898 eV. Its SMILES is C=CN.CSC. For the gap between HOMO and LUMO, the calculation gives 9.2 eV.

Löwdin population analysis, charges in e, atoms 1 to 6: -0.448 0.668 -0.408 -0.016 0.046 0.052

***

C4H11NS | wB97M-V/def2-TZVPD

```
17
Properties=species:S:1:pos:R:3:forces:R:3
C 2.593168 1.721259 1.404396 -0.594 -2.494 0.188
C 2.199130 0.422801 1.684601 0.765 2.342 -0.886
N 1.782220 -0.529011 0.738432 -0.365 -0.552 1.212
H 2.665506 2.069498 0.378519 -0.240 0.018 0.083
H 2.932938 2.390207 2.180407 0.026 -0.174 0.092
H 2.303136 0.074121 2.720647 -0.339 -0.043 -0.521
H 1.435611 -0.223397 -0.169034 0.099 0.174 0.534
H 1.180456 -1.258082 1.157401 0.654 0.717 -0.626
C -2.231331 -1.647091 -0.063328 -0.870 0.521 0.432
C -2.126881 -0.113657 -0.371330 0.370 -1.142 0.873
S -0.804726 0.146992 -1.590365 -0.128 0.145 -0.253
H -1.338523 -2.023420 0.461923 -0.412 0.151 -0.174
H -2.367936 -2.201771 -0.982592 0.223 -0.137 -0.328
H -3.168417 -1.890672 0.526827 1.205 0.510 -0.344
H -3.075293 0.227810 -0.781779 0.103 0.211 0.209
H -1.814865 0.406386 0.554130 -0.583 -0.071 -0.509
H -0.957051 1.480648 -1.695670 0.087 -0.177 0.019
```
Positions in Å, forces in eV/Å.

The value obtained for the molar mass is 105.21 g/mol. For the energy relative to the best compared isomer or geometry (same formula, charge and spin), the calculation gives 23.2 kcal per mole. The total energy is -16650.78881 eV. Its SMILES is C=CN.CCS. For the gap between HOMO and LUMO, the calculation gives 8.7 eV.

Löwdin population analysis, charges in e, atoms 1 to 6: -0.040 -0.288 0.011 0.033 0.022 0.095

***

C4H11NS | wB97M-V/def2-TZVPD

```
17
Properties=species:S:1:pos:R:3:forces:R:3
C -0.300909 2.559178 -1.795891 2.111 -0.338 -1.765
C 0.642056 1.750194 -0.887689 -3.113 0.207 2.255
S 1.872944 2.804885 -0.022554 -0.625 -0.574 1.661
H 0.184993 2.462303 -2.870991 -1.429 0.985 1.975
H -0.426303 3.549154 -1.384517 0.401 0.588 -0.476
H -1.293185 2.175457 -1.792022 -0.705 -0.807 -0.326
H 1.112078 1.008057 -1.462015 0.893 -1.026 -0.432
H -0.110451 1.219726 -0.154971 2.039 0.884 -0.887
C -0.208199 -3.022288 1.089230 -1.922 3.154 -0.861
C 0.282317 -2.098628 0.178735 -0.752 -1.436 1.203
N -0.806904 -2.627107 2.382103 -1.581 -1.646 -0.615
H -0.575446 -3.980816 0.644819 1.202 0.342 1.143
H 0.130881 -1.006143 0.234507 0.566 -0.726 0.533
H 0.762617 -2.469558 -0.728226 -0.366 0.065 0.193
H -1.138905 -1.638063 2.546018 0.806 -1.580 -0.798
H 1.471668 2.627062 1.343938 0.418 0.113 -2.013
H -1.599252 -3.313413 2.679526 2.057 1.795 -0.790
```
Positions in Å, forces in eV/Å.

The value obtained for the molar mass is 105.21 g/mol. For the energy relative to the best compared isomer or geometry (same formula, charge and spin), the calculation gives 56.5 kcal per mole. The total energy is -16649.34526 eV. Its SMILES is C=CN.CCS. For the gap between HOMO and LUMO, the calculation gives 9.2 eV.

Löwdin population analysis, charges in e, atoms 1 to 6: -0.194 -0.647 0.629 0.113 0.043 0.042

***

C4H11NS | wB97M-V/def2-TZVPD

```
17
Properties=species:S:1:pos:R:3:forces:R:3
C 1.477581 0.744349 -1.512705 0.143 -0.069 -1.054
N 0.084497 0.479289 -1.065077 0.373 -1.949 -1.077
C 0.134169 -0.215746 0.274398 0.087 2.689 -1.078
C -0.843337 0.718675 1.076535 0.529 0.810 -1.427
S -1.172803 0.048347 2.679191 0.156 -0.538 0.770
C -0.335547 -1.604338 0.128354 -0.511 0.323 -3.772
H 2.315407 0.018661 -1.230842 -1.314 0.445 0.049
H 1.557664 0.747876 -2.661602 -0.296 0.731 1.762
H 1.664520 1.701330 -0.981655 0.694 -0.329 -1.007
H -0.439306 -0.153436 -1.730686 1.043 0.973 0.861
H 1.215551 -0.196910 0.489494 -0.652 0.195 1.008
H -0.471651 1.815544 1.112902 -0.399 -1.968 -0.068
H -1.770737 0.710059 0.426134 0.923 0.099 0.851
H -1.954790 1.035510 3.061764 -0.426 0.381 0.362
H -0.063796 -2.295704 0.821239 0.715 -1.789 2.287
H -1.393326 -1.564769 0.004461 -1.111 -0.276 0.253
H -0.004102 -1.988741 -0.891900 0.046 0.272 1.281
```
Positions in Å, forces in eV/Å.

The value obtained for the molar mass is 105.21 g/mol. For the energy relative to the best compared isomer or geometry (same formula, charge and spin), the calculation gives 34.5 kcal per mole. The total energy is -16650.29689 eV. Its SMILES is CN[C@H](C)CS. For the gap between HOMO and LUMO, the calculation gives 9.8 eV.

Löwdin population analysis, charges in e, atoms 1 to 6: -0.153 -0.138 -0.494 -0.582 0.711 -0.095

***

C4H11NS | wB97M-V/def2-TZVPD

```
17
Properties=species:S:1:pos:R:3:forces:R:3
C -0.388877 0.338354 1.469772 0.274 -0.655 -3.419
C -0.135644 -0.925517 1.425269 -0.142 -1.173 1.995
S -1.023856 -1.059541 -1.851755 -0.810 -0.418 0.576
C -0.242202 1.281490 0.325346 1.410 2.009 1.726
N 1.118242 1.598384 -0.043644 -0.411 -0.118 -0.114
C 1.719832 0.563602 -0.840959 0.913 -0.019 0.015
H -2.657230 -1.547760 0.959338 -0.210 -0.051 0.054
H -3.102609 -1.631590 1.550395 0.017 -0.028 -0.087
H -0.029380 -1.579467 2.289529 0.203 0.346 0.317
H -0.133879 -1.576259 0.541666 -0.178 0.805 -0.554
H -1.013117 -1.079962 -3.193840 0.303 0.540 0.063
H -0.612264 0.568311 -0.487339 -0.869 -0.618 -0.578
H -0.756514 2.236239 0.320456 -0.904 -0.403 0.293
H 1.684548 1.889895 0.735281 0.030 0.356 0.017
H 0.912565 0.193452 -1.452836 0.457 -0.492 -0.333
H 2.171954 -0.243760 -0.247276 -0.161 -0.164 -0.151
H 2.488431 0.974128 -1.499400 0.078 0.080 0.179
```
Positions in Å, forces in eV/Å.

The value obtained for the molar mass is 105.21 g/mol. For the energy relative to the best compared isomer or geometry (same formula, charge and spin), the calculation gives 167.6 kcal per mole. The total energy is -16644.52597 eV. For the gap between HOMO and LUMO, the calculation gives 4.9 eV.

Löwdin population analysis, charges in e, atoms 1 to 6: 0.085 -0.034 0.246 -0.249 -0.109 -0.162

***

C4H11NS2 | wB97M-V/def2-TZVPD

```
18
Properties=species:S:1:pos:R:3:forces:R:3
N 1.210538 0.411698 -1.974499 -0.118 -0.180 -0.031
C 0.508480 -0.444135 -1.010582 -0.060 -2.191 -0.675
C 1.145847 -1.862172 -0.948765 2.280 1.515 0.807
C 0.359832 0.081878 0.389528 0.737 2.167 0.528
S -0.021988 1.927243 0.214963 -0.570 -0.556 0.587
S -0.965012 2.322626 2.028046 -0.418 -0.837 -0.867
C -2.442750 1.127074 1.899005 1.275 1.621 1.410
H 1.737644 1.220390 -1.656805 -0.277 -0.377 0.405
H 1.824994 -0.166128 -2.530734 0.043 0.168 -0.073
H -0.449328 -0.759794 -1.413533 -0.781 1.063 -0.115
H 2.230689 -1.658796 -0.806189 -0.323 -0.311 0.247
H 0.818817 -2.367326 -0.048666 -0.296 -0.527 -0.166
H 1.144612 -2.450216 -1.855522 -0.764 -0.140 -0.205
H -0.412107 -0.332338 1.050904 0.184 -0.226 -0.710
H 1.315413 0.063479 0.938093 -0.223 -0.242 -0.209
H -2.334922 0.558198 1.002762 0.151 -0.672 -0.235
H -3.356707 1.697538 1.847058 -0.235 0.156 0.112
H -2.314050 0.630780 2.874935 -0.605 -0.431 -0.809
```
Positions in Å, forces in eV/Å.

The value obtained for the molar mass is 137.27 g/mol. For the energy relative to the best compared isomer or geometry (same formula, charge and spin), the calculation gives 22.5 kcal per mole. The total energy is -27486.29126 eV. Its SMILES is CSSC[C@H](C)N. For the gap between HOMO and LUMO, the calculation gives 9.1 eV.

Löwdin population analysis, charges in e, atoms 1 to 6: 0.014 -0.547 -0.077 -0.464 0.445 0.387

***

C4H11NS2 | wB97M-V/def2-TZVPD

```
18
Properties=species:S:1:pos:R:3:forces:R:3
C -1.401321 2.419663 -1.406911 -0.617 -1.235 -0.067
S -0.246858 0.966886 -1.473873 0.731 1.348 -0.182
S -1.534077 -0.547281 -1.023953 -1.143 -0.415 -0.002
C -0.399556 -1.836829 -0.507652 -0.221 -1.003 0.223
H -2.144775 2.289770 -2.205932 0.192 0.037 0.223
H -1.932440 2.373966 -0.441191 0.395 0.428 -0.351
H -0.873190 3.353045 -1.613575 0.185 -0.315 0.381
H 0.443232 -1.929070 -1.201280 -0.199 -0.033 0.198
H -0.066887 -1.710173 0.521722 0.218 0.191 -0.136
H -0.995175 -2.791119 -0.517531 0.505 0.925 -0.238
C 3.069761 -0.515120 2.016273 -0.352 -0.051 0.058
C 1.956953 -0.822980 2.682202 0.071 0.093 -0.333
N 0.762156 -0.177944 2.448956 -2.528 -0.260 1.158
H 3.022408 0.288476 1.275710 0.382 -0.353 0.194
H 3.956904 -1.078893 2.233443 0.350 0.114 -0.224
H 1.948682 -1.615833 3.445808 -0.111 0.515 -0.327
H 0.516802 0.301393 1.579379 0.600 -0.348 0.544
H -0.070724 -0.418029 3.042503 1.543 0.361 -1.119
```
Positions in Å, forces in eV/Å.

The value obtained for the molar mass is 137.27 g/mol. For the energy relative to the best compared isomer or geometry (same formula, charge and spin), the calculation gives 30.6 kcal per mole. The total energy is -27485.93842 eV. Its SMILES is C=CN.CSSC. For the gap between HOMO and LUMO, the calculation gives 8.6 eV.

Löwdin population analysis, charges in e, atoms 1 to 6: -0.449 0.379 0.402 -0.499 0.025 0.028

***

C4H11O2Ru | wB97M-V/def2-TZVPD

```
18
Properties=species:S:1:pos:R:3:forces:R:3
H -4.412854 -2.168027 0.199190 0.837 0.368 -0.124
C -3.392333 -1.728309 0.079367 -0.903 -0.433 0.161
H -2.965475 -2.135823 -0.845552 -0.048 0.146 0.223
H -2.806388 -2.034636 0.954592 -0.050 0.128 -0.248
H -3.513300 -0.639276 0.032323 0.125 -0.217 -0.014
O -0.647566 -0.571612 -0.307796 -0.507 -0.151 0.347
C -0.250030 0.270684 0.730358 0.465 0.919 2.071
C 1.248343 0.554620 0.675563 -0.001 -0.231 1.410
O 1.581931 0.866327 -0.692575 0.020 0.394 0.524
C 2.915386 1.325945 -0.887220 1.919 0.718 -0.456
Ru 0.387730 -0.214985 -1.805728 -0.714 -1.126 -2.959
H -0.458146 -0.169531 1.722566 -0.246 -0.045 -0.459
H -0.792015 1.236200 0.692242 -0.228 -0.437 -0.251
H 1.836359 -0.328473 0.972255 -0.089 0.249 -0.094
H 1.524089 1.407746 1.311644 -0.141 -0.225 -0.163
H 3.063951 1.461598 -1.962972 -0.003 0.041 0.221
H 3.051756 2.282971 -0.367588 -0.161 -0.222 -0.132
H 3.628567 0.584581 -0.500669 -0.275 0.125 -0.058
```
Positions in Å, forces in eV/Å.

As for the charge: +2. The value obtained for the molar mass is 192.20 g/mol. For the energy relative to the best compared isomer or geometry (same formula, charge and spin), the calculation gives 0.0 kcal per mole. As for the spin multiplicity: 6. The total energy is -10978.09810 eV. For the gap between HOMO and LUMO (spin up / spin down), the calculation gives 7.9 / 5.8 eV.

Löwdin population analysis, charges in e, atoms 1 to 6: 0.054 -0.061 0.010 0.019 0.016 -0.193

***

- Which value of total energy does entry 4 give?
  -16650.78881 eV

***

- What is the formula in the third record?
  C4H11NS

***

- The highest total energy belongs to which entry?
  C4H11O2Ru

***

- Which value of energy relative to the best compared isomer or geometry (same formula, charge and spin) does entry 6 give?
  34.5 kcal per mole